Entry 1:
143
Properties=species:S:1:pos:R:3:lowdin_charge:R:1 method="wB97M-V/def2-TZVPD" charge=+1 orbital_gap_ev=6.89 energy_ha=-4300.5187
C 2.15105 2.44327 -0.72964 -0.163
C 0.78436 3.23607 -0.74339 -0.708
I 1.14834 4.99688 0.51147 0.805
C -0.42402 2.33963 -0.20736 -0.673
I -1.03383 2.78076 1.84680 0.871
N -1.58623 2.31168 -1.12234 -0.055
C -1.91918 0.96288 -1.66739 -0.104
C -0.91889 0.68299 -2.84962 -0.194
C -0.76877 -0.87308 -3.07266 -0.476
S 0.82831 -1.49204 -2.42642 0.863
C 0.70565 -3.29658 -2.59032 -1.036
S -0.65941 -4.09613 -2.22046 0.751
N 1.89605 -3.93964 -3.06323 -0.194
C 2.91560 -4.49124 -2.27815 -0.051
C 3.80413 -4.98634 -3.25015 -0.130
N 3.36095 -4.76900 -4.55146 0.069
C 2.20602 -4.12369 -4.39912 -0.165
C -2.30983 3.34972 -1.43936 -0.350
N -1.96663 4.60798 -0.84946 0.128
N -3.41648 3.35047 -2.26943 0.070
C -4.72634 3.53926 -1.56757 -0.150
C -5.80401 2.46883 -1.90699 -0.128
C -6.06389 1.62487 -0.60516 -0.195
F -7.38268 1.15765 -0.62915 -0.057
H 2.78532 2.83375 0.09335 0.034
H 2.01630 1.36149 -0.51569 0.076
H 2.68237 2.55641 -1.70300 0.058
H 0.56849 3.53656 -1.78602 0.083
H -0.01540 1.31179 -0.13153 0.075
H -2.97491 0.89348 -1.98184 0.122
H -1.71356 0.18374 -0.90348 0.139
H -1.20366 1.20580 -3.78542 0.122
H 0.10171 1.05130 -2.58455 0.091
H -0.92003 -1.14662 -4.13310 0.092
H -1.56533 -1.34774 -2.46025 0.047
H 2.97695 -4.51359 -1.18222 0.121
H 4.74410 -5.50574 -3.01315 0.084
H 1.54605 -3.75283 -5.19338 0.132
H -2.30360 5.31127 -1.51022 0.116
H -2.55748 4.68392 -0.01277 0.077
H -3.41868 2.60464 -2.95837 0.120
H -4.51762 3.53989 -0.47090 0.113
H -5.07862 4.57163 -1.78955 0.119
H -5.55918 1.81328 -2.76358 0.121
H -6.76421 3.02578 -2.07199 0.095
H -5.31550 0.80467 -0.55625 0.115
H -5.95721 2.23087 0.31610 0.118
C 1.68264 2.96759 4.70204 -0.028
C 1.43650 1.48998 4.87697 -0.570
O 1.40226 0.72137 3.92196 -0.017
N 1.25014 1.02645 6.13623 0.012
C 1.25380 1.77591 7.38143 -0.061
H 1.81206 3.18286 3.64317 0.045
H 0.82898 3.53924 5.07125 0.085
H 2.58970 3.26635 5.22926 0.089
H 1.09145 0.03152 6.17754 0.138
H 2.03565 1.37316 8.02841 0.085
H 0.28813 1.64745 7.87261 0.058
H 1.43290 2.83391 7.21809 0.078
C 5.23699 0.33236 -4.47682 -0.004
C 4.58890 1.52661 -3.82583 -0.544
O 3.36796 1.63766 -3.73971 -0.015
N 5.39872 2.49144 -3.32989 0.019
C 6.84881 2.52776 -3.33109 -0.066
H 4.46243 -0.34929 -4.82196 0.085
H 5.83116 0.64566 -5.33639 0.090
H 5.86822 -0.19294 -3.75967 0.070
H 4.90092 3.26387 -2.91531 0.136
H 7.19398 2.59126 -2.29848 0.082
H 7.17961 3.41684 -3.87148 0.084
H 7.27298 1.64510 -3.79789 0.078
C 5.21443 -1.61530 -1.00952 -0.002
C 6.01274 -0.72662 -0.09191 -0.547
O 6.47453 0.34161 -0.46921 0.021
N 6.21018 -1.14483 1.18450 0.009
C 5.74624 -2.36776 1.81107 -0.071
H 5.14518 -1.14546 -1.98624 0.058
H 5.70667 -2.58232 -1.12578 0.092
H 4.20347 -1.75351 -0.62111 0.079
H 6.75193 -0.49931 1.73870 0.141
H 5.11930 -2.10916 2.66654 0.084
H 6.61066 -2.93141 2.16643 0.085
H 5.17617 -2.98358 1.12219 0.069
C 4.22195 -8.29562 -0.73166 -0.008
C 4.84529 -8.43153 -2.09547 -0.540
O 5.55806 -7.56229 -2.57981 0.005
N 4.59118 -9.56897 -2.79295 0.011
C 3.77864 -10.69969 -2.39323 -0.078
H 4.51387 -7.34090 -0.29904 0.080
H 3.13400 -8.32483 -0.80914 0.053
H 4.57234 -9.09447 -0.07564 0.089
H 5.03888 -9.59536 -3.69641 0.141
H 4.40008 -11.59770 -2.39109 0.083
H 2.97487 -10.83031 -3.12163 0.082
H 3.34828 -10.55741 -1.40575 0.062
C -3.32287 0.97256 10.42430 -0.008
C -2.67922 0.86609 9.06555 -0.548
O -2.00880 1.77354 8.59289 0.017
N -2.86458 -0.28364 8.36415 0.003
C -3.61860 -1.46107 8.75141 -0.075
H -3.08430 1.94200 10.85459 0.085
H -4.40731 0.88874 10.33796 0.086
H -2.93997 0.19506 11.08718 0.087
H -2.40637 -0.28352 7.46574 0.136
H -2.94829 -2.32245 8.75796 0.084
H -4.40518 -1.63385 8.01464 0.083
H -4.06666 -1.34892 9.73361 0.074
C -0.15810 -9.77766 1.71011 -0.008
C 0.46316 -9.91604 0.34365 -0.538
O 1.17469 -9.04398 -0.13690 0.015
N 0.21046 -11.05250 -0.35563 0.009
C -0.59892 -12.19025 0.03900 -0.071
H 0.13579 -8.82230 2.13797 0.083
H -1.24637 -9.80490 1.63635 0.086
H 0.19153 -10.57475 2.36803 0.087
H 0.65744 -11.07479 -1.25968 0.133
H 0.02609 -13.08489 0.03648 0.085
H -1.40157 -12.32061 -0.68887 0.085
H -1.02926 -12.05707 1.02656 0.074
C -8.69830 5.38136 -4.96759 -0.004
C -8.45958 5.04635 -3.51867 -0.532
O -7.32897 4.87199 -3.06964 -0.005
N -9.53762 4.93954 -2.70736 0.014
C -10.93912 5.10764 -3.04712 -0.064
H -7.74232 5.43124 -5.48317 0.084
H -9.30708 4.60891 -5.43963 0.089
H -9.19072 6.35066 -5.05598 0.090
H -9.30203 4.71393 -1.75273 0.142
H -11.35426 5.91135 -2.43735 0.088
H -11.46946 4.18232 -2.81764 0.087
H -11.07479 5.34759 -4.09681 0.076
C 0.05776 11.65800 -0.00772 -0.011
C 0.37035 10.64732 1.06722 -0.553
O 0.65213 10.97787 2.20578 0.039
N 0.32981 9.32665 0.72956 0.002
C 0.01880 8.73584 -0.55617 -0.105
H 0.13127 12.65723 0.41392 0.085
H 0.77319 11.57384 -0.82750 0.085
H -0.95731 11.51293 -0.38156 0.083
H 0.54977 8.71142 1.49765 0.131
H -0.84626 8.07864 -0.43619 0.067
H 0.87360 8.13963 -0.88131 0.055
H -0.20205 9.48857 -1.30697 0.074

Entry 2:
10
Properties=species:S:1:pos:R:3:lowdin_charge:R:1 method="wB97M-V/def2-TZVPD" smiles="NCC(=S)S" de_lowest_kj_mol=204.03 charge=0 orbital_gap_ev=8.58 energy_ha=-930.2617
N -1.31447 0.63352 -0.02103 -0.154
C 0.16451 0.80218 -0.29871 -0.368
C 0.86827 -0.54218 -0.05397 -1.262
S 2.28558 -1.04532 -0.59746 0.655
S -0.01422 -1.29325 1.26494 0.738
H -1.95353 1.58662 -0.09457 0.141
H -1.83609 -0.23499 -0.42103 0.089
H 0.70642 1.23985 0.62464 0.128
H 0.36108 1.30018 -1.27467 0.109
H 0.73244 -2.44659 0.87185 -0.075

Entry 3:
84
Properties=species:S:1:pos:R:3:lowdin_charge:R:1 method="wB97M-V/def2-TZVPD" smiles="COC(=O)OC.COC(=O)OC.COC(=O)OC.COC(=O)OC.COC(=O)OC.COC(=O)OC.COC(=O)OC" de_lowest_kj_mol=392.57 charge=0 orbital_gap_ev=10.98 energy_ha=-2405.3082
C -5.24194 -1.87073 -1.86389 -0.074
O -4.66331 -1.61615 -0.64394 0.033
C -5.11236 -2.29254 0.38025 -0.561
O -6.16508 -2.98242 0.43056 0.073
O -4.27537 -2.16092 1.41024 -0.019
C -4.46036 -2.86369 2.64851 -0.013
H -4.53273 -1.40572 -2.54865 0.091
H -6.21634 -1.45478 -2.12008 0.095
H -5.26411 -2.90797 -2.19814 0.091
H -3.46186 -2.95715 3.07556 0.087
H -4.74389 -3.89193 2.42394 0.095
H -5.16490 -2.34936 3.30211 0.101
C -0.62877 -3.91719 5.37066 -0.058
O -0.35441 -2.74206 4.65361 -0.021
C -0.21327 -1.64154 5.44698 -0.483
O -0.21523 -1.46404 6.70265 0.070
O -0.11251 -0.57195 4.59934 -0.027
C 0.22118 0.73389 5.02078 -0.062
H -0.66083 -4.75128 4.66968 0.097
H -1.61454 -3.78241 5.81585 0.101
H 0.17497 -4.01792 6.10002 0.101
H 1.18829 0.77831 5.52160 0.095
H -0.52458 1.27876 5.59962 0.096
H 0.40783 1.33682 4.13211 0.078
C 6.29160 3.20409 -1.02122 -0.019
O 7.40135 2.48234 -0.43241 -0.016
C 7.43101 1.14097 -0.36387 -0.602
O 6.56057 0.41940 -0.80130 0.107
O 8.49789 0.60071 0.21637 0.005
C 9.48123 1.36665 0.99626 -0.014
H 5.57125 2.55133 -1.51426 0.089
H 6.74976 3.90078 -1.72323 0.093
H 5.71783 3.85162 -0.35821 0.084
H 10.08160 2.07615 0.42681 0.095
H 10.06788 0.59646 1.49701 0.089
H 9.02045 1.80487 1.88155 0.090
C -1.44438 -0.98297 -0.09131 -0.034
O -0.04021 -0.67858 -0.27415 -0.036
C 0.59101 0.34333 0.41134 -0.584
O 0.24098 1.04165 1.33719 0.118
O 1.78311 0.37700 -0.11394 0.009
C 2.81920 1.21382 0.35935 -0.022
H -1.88450 -1.21277 -1.06167 0.089
H -1.84777 -0.08557 0.37777 0.095
H -1.73065 -1.70424 0.67414 0.086
H 2.84480 2.25021 0.02269 0.086
H 3.81042 0.77678 0.23861 0.091
H 2.70001 1.21325 1.44282 0.093
C -1.25314 1.72642 -2.57454 0.020
O -2.54239 0.99084 -2.47134 -0.014
C -3.57895 1.58384 -3.06154 -0.529
O -3.47829 2.61488 -3.64917 0.139
O -4.80223 0.90169 -2.74975 -0.081
C -6.06938 1.25416 -3.26660 -0.066
H -1.09356 2.07507 -3.59488 0.099
H -0.45391 1.07750 -2.21645 0.080
H -1.21840 2.51767 -1.82567 0.102
H -6.05302 1.22493 -4.35608 0.091
H -6.11314 2.32810 -3.08539 0.094
H -6.94289 0.66107 -2.99581 0.092
C -0.03516 -4.51312 -0.81934 -0.054
O -1.25722 -4.94740 -0.31138 -0.031
C -2.27390 -5.22589 -1.19206 -0.540
O -2.19760 -5.30252 -2.39213 0.133
O -3.36912 -5.51811 -0.42271 0.004
C -4.51383 -5.86187 -1.24088 -0.061
H -0.19287 -3.45528 -1.02958 0.087
H 0.24429 -5.05970 -1.72004 0.098
H 0.69723 -4.67057 -0.02757 0.101
H -4.83000 -5.20326 -2.04981 0.080
H -5.39502 -6.07892 -0.63715 0.094
H -4.47405 -6.80264 -1.78994 0.089
C 3.37279 5.26760 -4.01618 -0.042
O 3.45100 4.94666 -2.61849 -0.040
C 2.56517 5.53535 -1.73117 -0.569
O 1.56455 6.22911 -1.96578 0.096
O 2.97506 5.19649 -0.54976 -0.015
C 2.15932 5.42632 0.62336 -0.003
H 4.33024 5.03710 -4.48336 0.088
H 3.13611 6.28215 -4.33675 0.097
H 2.64790 4.52110 -4.34077 0.096
H 1.61091 6.36720 0.66918 0.101
H 2.76916 5.30710 1.51889 0.092
H 1.53411 4.53402 0.65507 0.092

Entry 4:
54
Properties=species:S:1:pos:R:3:lowdin_charge:R:1 method="wB97M-V/def2-TZVPD" de_lowest_kj_mol=34.97 charge=+2 orbital_gap_ev="7.12 / 7.18" energy_ha=-2593.3716 multiplicity=3
Tm 8.98355 8.17926 9.72361 1.369
N 11.68039 6.06498 12.87215 0.109
C 10.79356 6.82312 12.14085 -0.734
S 10.69320 6.45142 10.37290 0.622
N 10.14323 7.74090 12.81651 0.028
N 9.44656 8.59222 11.96514 -0.121
C 8.68730 9.48774 12.52917 -0.155
C 8.40159 9.58940 13.97162 -0.209
C 9.33572 9.80404 14.96030 -0.020
C 8.92052 9.94000 16.27842 -0.039
C 7.56924 9.79213 16.57484 -0.058
C 6.60659 9.60171 15.59710 -0.055
C 7.00084 9.58652 14.26616 -0.022
C 8.07640 10.60494 11.64509 -0.234
C 7.71637 11.76823 12.21758 0.036
C 7.28814 12.82054 11.36407 0.041
C 6.88595 12.49495 10.08557 -0.008
C 7.26456 11.24478 9.61221 -0.078
N 7.83322 10.25651 10.37315 -0.009
H 12.12992 5.26231 12.51628 0.082
H 11.71623 6.09909 13.89054 0.128
H 10.35033 9.89319 14.70415 0.108
H 9.61709 10.16240 17.05475 0.111
H 7.31331 9.81889 17.66968 0.138
H 5.60131 9.56854 15.96910 0.112
H 6.26245 9.44608 13.47339 0.123
H 7.85195 11.89641 13.25859 0.126
H 7.00778 13.75808 11.81587 0.131
H 6.18118 13.05567 9.48522 0.132
H 7.02368 10.96207 8.62509 0.094
C 6.59256 6.55370 10.37374 -0.050
C 6.07461 6.55355 8.88574 -0.327
C 4.92144 7.51960 8.74683 -0.050
C 7.29024 6.94179 8.04136 -0.254
C 7.37036 8.19238 7.44685 -0.047
C 8.59514 8.67495 6.92080 -0.040
C 9.75392 7.92024 6.93088 -0.303
C 10.99313 8.33105 6.27569 -0.012
C 9.61920 6.61134 7.50180 -0.101
C 8.43104 6.12065 8.00484 -0.081
H 5.86453 6.06961 11.02299 0.113
H 6.60351 7.61708 10.67576 0.069
H 7.53526 5.99941 10.50473 0.073
H 5.73518 5.54897 8.64203 0.158
H 5.17389 8.51792 8.94963 0.061
H 4.20546 7.17813 9.46211 0.092
H 4.38994 7.35922 7.79555 0.119
H 6.51467 8.82462 7.33935 0.119
H 8.61820 9.55084 6.35217 0.124
H 10.90357 8.28150 5.17595 0.125
H 11.88399 7.81445 6.58436 0.096
H 11.15278 9.42626 6.50944 0.122
H 10.42857 5.96733 7.45650 0.107
H 8.34495 5.11673 8.32784 0.140

Look up the charge of the third one.
0

What is the charge in the fourth record?
+2

Which of these has the highest charge?
C23H25N4STm

The highest charge belongs to which entry?
C23H25N4STm